Computed, not measured: a structure of composition C4H11NP in a non-equilibrium geometry, with wB97M-V/def2-TZVPD.

Positions of all 17 atoms, in Å:
C (-0.2427, 0.6213, 0.1750)
H (-1.3149, -0.3641, -2.6537)
H (0.0157, 0.5954, 2.7647)
C (1.6521, 0.4513, 1.2538)
H (-2.5961, 0.5946, -0.6770)
C (-1.5111, -1.1583, -1.9065)
C (1.2218, 0.4353, -0.1426)
P (-1.6112, -0.3887, -0.2385)
H (1.6251, 1.2403, -0.8412)
H (-0.6358, 1.6149, 0.3675)
H (0.3420, -0.9643, 1.8862)
N (0.4070, 0.0353, 1.9132)
H (1.5774, -0.4342, -0.6772)
H (-2.5832, -1.4308, -2.2074)
H (-0.8203, -2.0632, -2.0676)
H (2.4318, -0.2409, 1.5413)
H (2.0425, 1.4562, 1.5099)

The calculation puts the frontier orbital gap at 0.32918 Eh. The total energy comes out at -554.7686 hartree. As for the total charge: +1. The value obtained for the LUMO energy is -4.41 eV. The calculation puts the maximum force at 3.76 eV Å⁻¹. For the energy above the lowest of the compared OMol25 structures with the same formula, charge and spin, the calculation gives 53.4 kcal/mol. The HOMO energy comes out at -0.4913 hartree.

***

Computed, not measured: a cluster of 3 separate species, C4H11NP2 in total in a non-equilibrium geometry, with wB97M-V/def2-TZVPD.

Positions of all 18 atoms, in Å:
P (1.4768, -1.3968, 0.0485)
H (-1.7085, -1.3786, 1.1711)
H (-0.8643, -2.6466, 0.1385)
H (-1.4951, 2.3174, 0.3676)
H (2.4901, 0.3271, -1.3572)
H (-1.8592, -1.2291, -0.5961)
H (0.4111, -1.1300, -1.7979)
H (0.1534, -0.3257, -1.9784)
H (3.3932, 0.4561, 0.2775)
C (-1.1192, -1.5287, 0.2574)
P (1.2275, 1.7011, 0.0972)
C (-1.5550, 1.2425, 0.4680)
H (-2.1015, 0.9323, 1.4101)
H (1.5503, 1.6687, 1.4975)
N (0.0030, -0.6561, 0.2884)
C (-0.1920, 0.5999, 0.2611)
C (2.4326, 0.2999, -0.2376)
H (-2.2431, 0.7467, -0.3156)

The calculation puts the frontier orbital gap at 0.26836 Eh. The total energy comes out at -896.3284 hartree. The value obtained for the LUMO energy is 0.60 eV. The calculation puts the maximum force at 3.41 eV Å⁻¹. For the energy above the lowest of the compared OMol25 structures with the same formula, charge and spin, the calculation gives 70.6 kcal/mol. The HOMO energy comes out at -0.2464 hartree.

***

Computed, not measured: an isolated molecule of C4H11NS in a non-equilibrium geometry, with wB97M-V/def2-TZVPD.

Positions of all 17 atoms, in Å:
H (2.1365, -1.6862, -0.4693)
H (-0.1721, -1.8141, -1.0741)
S (2.2829, 0.6216, 0.2020)
H (-0.7553, 1.7418, -1.4194)
H (0.4317, -0.3100, -1.8867)
C (0.2042, -0.7883, -0.8717)
H (-1.6906, 1.9384, 0.0897)
H (-2.2656, -0.5599, 1.3851)
C (-0.9687, -0.0490, -0.2737)
H (1.1918, -1.3970, 1.0368)
C (1.4622, -0.9737, 0.0175)
H (-0.9272, 0.2900, 1.8152)
H (-1.7766, -0.3558, -0.9355)
C (-0.8389, 1.4900, -0.3779)
H (2.8787, 0.3654, 1.3936)
H (0.0691, 1.8638, 0.2089)
N (-1.2623, -0.3770, 1.1595)

The structure (SMILES) is C[C@H](N)CCS. The calculation puts the frontier orbital gap at 0.35657 Eh. The total energy comes out at -611.9222 hartree. The value obtained for the LUMO energy is 0.92 eV. The calculation puts the maximum force at 2.36 eV Å⁻¹. For the energy above the lowest of the compared OMol25 structures with the same formula, charge and spin, the calculation gives 12.5 kcal/mol. The HOMO energy comes out at -0.3227 hartree.

***

Computed, not measured: an isolated molecule of C4H11NS in a non-equilibrium geometry, with wB97M-V/def2-TZVPD.

Positions of all 17 atoms, in Å:
C (2.4367, -0.2821, 0.2245)
H (-0.5036, -2.1237, 0.2999)
H (2.1110, 1.6689, -0.6324)
H (3.4718, -0.0652, 0.4776)
H (-2.1957, 1.0331, -1.2060)
H (-3.1830, 0.5967, 0.2266)
H (-1.3062, -1.4086, -1.1127)
S (-0.7999, 0.2670, 0.5952)
H (-2.2302, -1.7160, 0.3907)
C (-2.2808, 1.0846, -0.1265)
H (2.4097, -0.8244, -0.7172)
C (-1.2720, -1.4328, -0.0295)
H (1.6442, 1.5326, 1.0735)
C (1.6316, 1.0142, 0.1031)
H (2.0092, -0.9129, 1.0025)
N (0.2954, 0.7965, -0.3800)
H (-2.2664, 2.1216, 0.1917)

The calculation puts the frontier orbital gap at 0.32208 Eh. The total energy comes out at -611.8691 hartree. The value obtained for the LUMO energy is 0.84 eV. The calculation puts the maximum force at 1.55 eV Å⁻¹. For the energy above the lowest of the compared OMol25 structures with the same formula, charge and spin, the calculation gives 45.8 kcal/mol. The HOMO energy comes out at -0.2911 hartree.

***

Computed, not measured: an isolated molecule of C4H11NS in a non-equilibrium geometry, with wB97M-V/def2-TZVPD.

Positions of all 17 atoms, in Å:
H (-1.1154, 1.1711, -1.2027)
H (-1.3242, -0.3179, 1.4663)
C (-0.8821, -1.1258, 0.7382)
H (-0.1757, 1.8563, 0.3800)
H (2.1969, -1.2127, 0.7271)
H (1.0003, 1.2184, 1.6111)
H (0.8195, 0.7355, -1.4338)
H (-0.1862, -1.6028, -1.1149)
C (0.8946, 0.2444, -0.4663)
H (1.4754, 2.2251, 0.2840)
H (-0.1341, -1.7861, 1.2191)
C (-0.3457, -0.6328, -0.5508)
N (-1.3628, 0.1892, -1.1278)
H (-2.3219, -0.0129, -1.0593)
H (-1.7384, -1.7257, 0.4569)
S (2.4318, -0.5678, -0.4620)
C (0.7679, 1.3445, 0.5347)

The structure (SMILES) is C[C@@H](N)[C@@H](C)S. The calculation puts the frontier orbital gap at 0.36016 Eh. The total energy comes out at -611.9067 hartree. The value obtained for the LUMO energy is 0.94 eV. The calculation puts the maximum force at 3.57 eV Å⁻¹. For the energy above the lowest of the compared OMol25 structures with the same formula, charge and spin, the calculation gives 22.2 kcal/mol. The HOMO energy comes out at -0.3258 hartree.

***

Computed, not measured: an isolated molecule of C4H11NS2 in a non-equilibrium geometry, with wB97M-V/def2-TZVPD.

Positions of all 18 atoms, in Å:
S (-1.1089, 1.3668, -2.0603)
H (1.5531, -3.6464, 1.7369)
C (1.5913, 0.2642, 0.1602)
H (1.7300, -0.6020, 2.2692)
C (0.4580, 1.2212, 0.4574)
H (-0.3742, -1.3558, 1.3425)
S (-1.2666, 0.8791, 0.0468)
C (0.6264, -3.2053, 1.3469)
C (1.6396, -0.8497, 1.1561)
H (0.4416, -3.8847, 0.4152)
N (0.5149, -1.7483, 0.9019)
H (-2.0379, 2.2728, -2.1577)
H (0.6197, 2.2174, 0.0121)
H (0.3598, 1.1434, 1.4745)
H (2.6289, 0.6812, 0.1476)
H (2.5765, -1.4809, 0.9654)
H (1.3373, -0.1947, -0.9165)
H (-0.3211, -3.4289, 1.8906)

The structure (SMILES) is CNCCCSS. The calculation puts the frontier orbital gap at 0.31991 Eh. The total energy comes out at -1010.0612 hartree. The value obtained for the LUMO energy is 0.26 eV. The calculation puts the maximum force at 3.38 eV Å⁻¹. For the energy above the lowest of the compared OMol25 structures with the same formula, charge and spin, the calculation gives 48.5 kcal/mol. The HOMO energy comes out at -0.3104 hartree.

***

Computed, not measured: a structure of composition C4H11O2Sc in a non-equilibrium geometry, with wB97M-V/def2-TZVPD.

Positions of all 18 atoms, in Å:
H (0.0377, 0.4472, -3.4748)
H (-0.2104, -1.6805, -1.5386)
C (-0.1716, -0.7756, 0.4252)
H (0.6693, -1.4311, 0.7072)
H (-1.0879, -1.2508, 0.8081)
C (-0.5817, 0.6321, 2.7725)
H (1.7761, 0.8202, -3.2062)
H (-1.0961, 0.6471, 4.2984)
Sc (1.1248, 1.6380, -0.2064)
H (-0.4469, 1.7139, 2.8804)
H (0.1694, -0.0444, 3.1996)
C (-0.2985, -0.6853, -1.0825)
O (0.7732, 0.1493, -1.5566)
C (0.9609, 0.1285, -2.9727)
H (-1.6159, 0.2940, 2.6321)
O (0.0226, 0.5160, 0.9834)
H (1.2284, -0.8885, -3.2848)
H (-1.2534, -0.2300, -1.3844)

The calculation puts the frontier orbital gap (spin up / spin down) at 0.17259 / 0.17309 Eh. The total energy comes out at -1069.3650 hartree. As for the total charge: +2. The value obtained for the LUMO energy (spin up / spin down) is -10.59 / -10.57 eV. The calculation puts the maximum force at 7.65 eV Å⁻¹. The HOMO energy (spin up / spin down) comes out at -0.5616 / -0.5616 hartree.

***

Computed, not measured: a structure of composition C4H11O2Sn in a non-equilibrium geometry, with wB97M-V/def2-TZVPD.

Positions of all 18 atoms, in Å:
H (-3.7410, 0.8663, -3.9564)
C (-6.1493, 1.2756, -0.3587)
H (-2.8027, 1.8870, -2.7840)
H (-3.1000, 0.1431, -2.4446)
H (-3.9092, -1.8156, 0.4463)
C (-3.5108, 1.0553, -2.9004)
O (-4.7429, 1.4158, -2.2980)
C (-4.4477, -1.6083, 1.3863)
O (-4.5452, -0.2218, 1.6402)
H (-4.0643, 0.4224, 0.7647)
H (-6.2634, 2.1973, 0.2395)
H (-6.2135, 0.1605, -0.3866)
Sn (-6.6507, 1.3290, -3.2500)
H (-3.9042, 1.9402, -0.4383)
H (-3.9650, -2.1542, 2.2132)
H (-6.9340, 0.8674, 0.6158)
C (-4.7673, 1.4630, -0.9098)
H (-5.4680, -1.9704, 1.2034)

The calculation puts the frontier orbital gap (spin up / spin down) at 0.17545 / 0.18935 Eh. The total energy comes out at -523.3591 hartree. As for the spin multiplicity: 2. The value obtained for the LUMO energy (spin up / spin down) is -0.79 / -0.65 eV. The calculation puts the maximum force at 4.79 eV Å⁻¹. The HOMO energy (spin up / spin down) comes out at -0.2043 / -0.2134 hartree.

***

Computed, not measured: a cluster of 2 separate species, C4H11O3 in total in a non-equilibrium geometry, with wB97M-V/def2-TZVPD.

Positions of all 18 atoms, in Å:
H (-1.8731, 1.0485, 0.9589)
O (-0.5702, -0.3198, -2.6114)
C (0.5475, 0.6454, 0.7458)
H (2.7556, 0.8367, 1.0787)
H (-0.3991, -1.0091, 1.6810)
O (2.4194, 0.0735, -0.6900)
H (0.4828, 1.2382, 1.6653)
H (1.7840, -0.2718, -1.3251)
H (-0.8346, -0.0519, -1.7364)
H (-0.2847, -1.1006, -0.1774)
H (0.3541, 1.3369, -0.0787)
O (-2.1862, 0.1251, -0.7675)
H (-2.6132, -0.6916, 1.0359)
C (-0.4325, -0.5004, 0.7189)
H (-1.3363, -0.8017, -2.9253)
C (-1.9323, 0.0223, 0.5738)
H (2.1243, -0.7673, 1.1915)
C (1.9946, 0.1876, 0.6618)

The calculation puts the frontier orbital gap (spin up / spin down) at 0.40685 / 0.29457 Eh. The total energy comes out at -384.6160 hartree. As for the spin multiplicity: 2. The value obtained for the LUMO energy (spin up / spin down) is 0.88 / -2.17 eV. The calculation puts the maximum force at 1.42 eV Å⁻¹. For the energy above the lowest of the compared OMol25 structures with the same formula, charge and spin, the calculation gives 0.0 kcal/mol. The HOMO energy (spin up / spin down) comes out at -0.3744 / -0.3742 hartree.

***

Computed, not measured: a structure of composition C4H11O3Zn in a non-equilibrium geometry, with wB97M-V/def2-TZVPD.

Positions of all 19 atoms, in Å:
H (-1.2952, 2.0676, -0.6193)
C (-1.5824, -1.4282, -2.0200)
H (0.0743, 2.9843, 0.1366)
C (1.2997, 0.7576, 0.9935)
H (-0.7602, -1.3414, -2.7416)
H (0.3541, 1.8516, -1.2241)
H (-2.2989, -2.1902, -2.3510)
C (-0.2431, 2.0374, -0.3199)
H (1.8435, 0.4678, 0.0788)
Zn (-0.9862, -0.7082, 0.7794)
H (1.7119, 1.6895, 1.4071)
H (-2.1106, -0.4702, -1.9443)
C (1.3462, -0.3868, 1.9971)
H (-0.2036, -2.3973, -0.7055)
O (0.5571, -1.4488, 1.5458)
O (-1.0794, -1.7756, -0.7286)
H (2.4055, -0.6814, 2.1086)
H (1.0372, -0.0079, 2.9903)
O (-0.0700, 0.9805, 0.6172)

The calculation puts the frontier orbital gap at 0.30016 Eh. The total energy comes out at -2163.7428 hartree. As for the total charge: +1. The value obtained for the LUMO energy is -5.12 eV. The calculation puts the maximum force at 3.72 eV Å⁻¹. The HOMO energy comes out at -0.4882 hartree.

***

Computed, not measured: a cluster of 2 separate species, C4H11OS in total in a non-equilibrium geometry, with wB97M-V/def2-TZVPD.

Positions of all 17 atoms, in Å:
H (2.2156, 1.1033, -2.5570)
H (-1.2251, -0.3960, 0.0435)
S (-0.6343, 1.7606, -0.1113)
H (-1.3539, -2.8474, 1.2105)
H (0.4231, -0.6280, 1.0601)
H (0.2640, -1.5874, 2.7354)
H (-2.3731, -1.6781, 1.9394)
H (1.6404, 2.5139, -0.6512)
C (1.0913, 1.5884, -0.8913)
H (1.5672, 0.6709, -0.3931)
C (-1.4191, -1.7538, 1.2774)
O (-1.7027, -1.3265, -0.0725)
C (1.1627, 1.2473, -2.3781)
H (-0.7629, -0.0902, 2.4061)
H (0.7256, 2.0594, -3.0383)
C (-0.2059, -0.9963, 1.8707)
H (0.5869, 0.3598, -2.4504)

The calculation puts the frontier orbital gap (spin up / spin down) at 0.08601 / 0.20653 Eh. The total energy comes out at -632.2613 hartree. As for the spin multiplicity: 2. As for the total charge: -2. The value obtained for the LUMO energy (spin up / spin down) is 5.99 / 5.81 eV. The calculation puts the maximum force at 3.69 eV Å⁻¹. For the energy above the lowest of the compared OMol25 structures with the same formula, charge and spin, the calculation gives 12.2 kcal/mol. The HOMO energy (spin up / spin down) comes out at 0.1342 / 0.0070 hartree.

***

Computed, not measured: a cluster of 2 separate species, C4H11PS in total, with wB97M-V/def2-TZVPD.

Positions of all 17 atoms, in Å:
S (-4.7682, 0.5281, 0.0096)
H (-5.0989, 0.1130, 1.2239)
C (0.8821, -1.2569, 0.1648)
C (1.1830, 0.9466, -0.9281)
H (0.5128, 0.5586, -1.6905)
C (2.5246, 0.3421, 1.1147)
H (1.0973, -1.9837, 0.9305)
C (1.4826, -0.0794, 0.1222)
H (2.6537, -0.3980, 1.8977)
H (0.1426, -1.5437, -0.5658)
H (0.7233, 1.8220, -0.4696)
H (-3.6216, -1.3875, -1.4261)
P (-3.1786, -0.8056, -0.2286)
H (2.1059, 1.2740, -1.4086)
H (2.2497, 1.2930, 1.5688)
H (-2.3678, 0.0946, -0.9225)
H (3.4776, 0.4828, 0.6076)

The structure (SMILES) is C=C(C)C.PS. The calculation puts the frontier orbital gap at 0.37345 Eh. The total energy comes out at -898.5069 hartree. The value obtained for the LUMO energy is 0.83 eV. The calculation puts the maximum force at 0.67 eV Å⁻¹. For the energy above the lowest of the compared OMol25 structures with the same formula, charge and spin, the calculation gives 17.3 kcal/mol. The HOMO energy comes out at -0.3430 hartree.

***

Q: maximum force of number 1 (C4H11NP)?
A: 3.76 eV Å⁻¹

***

Please write out number 7 again, unchanged.
Computed, not measured: a structure of composition C4H11O2Sc in a non-equilibrium geometry, with wB97M-V/def2-TZVPD.

Positions of all 18 atoms, in Å:
H (0.0377, 0.4472, -3.4748)
H (-0.2104, -1.6805, -1.5386)
C (-0.1716, -0.7756, 0.4252)
H (0.6693, -1.4311, 0.7072)
H (-1.0879, -1.2508, 0.8081)
C (-0.5817, 0.6321, 2.7725)
H (1.7761, 0.8202, -3.2062)
H (-1.0961, 0.6471, 4.2984)
Sc (1.1248, 1.6380, -0.2064)
H (-0.4469, 1.7139, 2.8804)
H (0.1694, -0.0444, 3.1996)
C (-0.2985, -0.6853, -1.0825)
O (0.7732, 0.1493, -1.5566)
C (0.9609, 0.1285, -2.9727)
H (-1.6159, 0.2940, 2.6321)
O (0.0226, 0.5160, 0.9834)
H (1.2284, -0.8885, -3.2848)
H (-1.2534, -0.2300, -1.3844)

The calculation puts the frontier orbital gap (spin up / spin down) at 0.17259 / 0.17309 Eh. The total energy comes out at -1069.3650 hartree. As for the total charge: +2. The value obtained for the LUMO energy (spin up / spin down) is -10.59 / -10.57 eV. The calculation puts the maximum force at 7.65 eV Å⁻¹. The HOMO energy (spin up / spin down) comes out at -0.5616 / -0.5616 hartree.

***

Q: Among the records above, which one has the lowest maximum force?
A: C4H11PS

***

Please write out number 5 again, unchanged.
Computed, not measured: an isolated molecule of C4H11NS in a non-equilibrium geometry, with wB97M-V/def2-TZVPD.

Positions of all 17 atoms, in Å:
H (-1.1154, 1.1711, -1.2027)
H (-1.3242, -0.3179, 1.4663)
C (-0.8821, -1.1258, 0.7382)
H (-0.1757, 1.8563, 0.3800)
H (2.1969, -1.2127, 0.7271)
H (1.0003, 1.2184, 1.6111)
H (0.8195, 0.7355, -1.4338)
H (-0.1862, -1.6028, -1.1149)
C (0.8946, 0.2444, -0.4663)
H (1.4754, 2.2251, 0.2840)
H (-0.1341, -1.7861, 1.2191)
C (-0.3457, -0.6328, -0.5508)
N (-1.3628, 0.1892, -1.1278)
H (-2.3219, -0.0129, -1.0593)
H (-1.7384, -1.7257, 0.4569)
S (2.4318, -0.5678, -0.4620)
C (0.7679, 1.3445, 0.5347)

The structure (SMILES) is C[C@@H](N)[C@@H](C)S. The calculation puts the frontier orbital gap at 0.36016 Eh. The total energy comes out at -611.9067 hartree. The value obtained for the LUMO energy is 0.94 eV. The calculation puts the maximum force at 3.57 eV Å⁻¹. For the energy above the lowest of the compared OMol25 structures with the same formula, charge and spin, the calculation gives 22.2 kcal/mol. The HOMO energy comes out at -0.3258 hartree.